Entry 1:
58
Properties=species:S:1:pos:R:3:forces:R:3 method="wB97M-V/def2-TZVPD" homo_ev=-9.404 spin_multiplicity=1 e_lumo_ev=0.1359 total_energy_ha=-3273.7510 fmax_ev_per_a=5.98 relative_energy_ev=2.485
O -0.447678 -2.866685 4.552934 -2.3352 -0.2619 0.2879
C -1.627411 -2.720894 4.296362 2.2814 0.9216 -1.6725
O -2.414709 -3.599672 3.647308 1.5602 -0.7798 0.4295
C -3.628603 -3.020046 3.309764 -2.1699 -0.1320 0.6840
C -3.502505 -1.556255 3.672422 0.7400 0.9017 -1.0927
O -2.238449 -1.517163 4.304094 0.5472 0.1956 1.4461
H -3.880420 -3.172536 2.260270 0.1463 -0.1701 0.1249
H -4.354275 -3.487919 3.975024 -0.4533 -0.1427 -0.4063
H -4.251671 -1.048889 4.280229 -0.0840 -0.6145 0.1976
H -3.379736 -0.956677 2.770467 -0.1866 0.1028 -0.1122
O 4.523485 -7.758050 -4.386593 2.8446 3.8170 0.6072
C 5.144774 -6.683917 -4.217223 -4.9534 -3.3079 -0.4976
O 4.409272 -5.509797 -3.962107 -0.3827 -2.6970 -0.7541
C 5.268087 -4.493404 -3.681142 0.7453 1.5852 0.9598
C 6.615953 -5.010029 -4.081034 1.3329 -0.6499 -0.0064
O 6.429744 -6.463476 -4.257147 0.3512 1.3662 -0.0730
H 4.984888 -3.580744 -4.205500 0.0154 -0.0527 -0.1133
H 5.272949 -4.277916 -2.612661 -0.2129 0.0840 0.1873
H 7.351271 -4.934766 -3.279938 0.0745 0.2736 -0.2912
H 6.966781 -4.549260 -5.004463 0.1904 -0.4145 -0.0216
O -0.587940 0.594016 -0.064091 1.1308 -0.6234 -0.7141
C 0.411299 -0.075723 0.011563 -1.6669 0.3269 1.1517
O 0.477471 -1.388946 -0.286899 -3.2243 -0.2193 -1.7980
C 1.659234 -1.978392 0.005882 2.0484 0.4367 2.7878
C 2.187661 -0.952218 1.038385 0.8235 1.0125 -1.2543
O 1.532059 0.292386 0.609422 1.3685 -0.2919 0.2317
H 1.604131 -2.850085 0.657973 -0.6908 -0.6611 -0.8249
H 2.293158 -2.146681 -0.864701 -0.0093 0.1128 0.0306
H 3.267172 -0.878334 0.906864 -0.0701 0.4631 0.5685
H 1.854630 -1.072548 2.069255 0.2264 -0.5459 -0.1260
C -1.947989 5.939442 -0.530415 -0.9701 0.7365 0.0144
N -2.985286 6.028782 0.505178 -0.0490 -0.1445 0.3196
C -4.288712 6.345012 0.227672 -0.3481 -1.0623 -1.6661
C -5.190478 6.542371 1.451090 -0.2097 -0.0038 0.2197
O -4.686443 6.297759 -0.950599 0.1910 0.7874 1.9581
H -1.541446 6.947387 -0.613343 0.7114 -0.1793 0.0034
H -2.424564 5.777911 -1.497301 -0.0316 -0.4396 0.1802
H -1.210007 5.171141 -0.299736 -0.0876 0.2056 -0.0157
H -2.716814 5.797761 1.451044 -0.1434 0.3411 -0.1427
H -5.610448 5.580520 1.745312 0.3355 -0.2692 0.0278
H -6.093470 7.143313 1.343534 0.2978 0.2211 -0.8395
H -4.679538 6.977771 2.309847 0.3090 -0.2051 -0.0621
Cl -2.786639 -4.393570 -1.241415 -0.0685 0.3883 -0.7916
C -3.241354 -3.651050 -2.829193 -0.6479 0.2945 -0.1150
C -3.924197 -2.260971 -2.698873 1.1977 0.3100 -1.1138
Cl -5.248612 -2.220507 -1.583373 -0.8829 -0.2211 0.6106
H -3.926276 -4.319039 -3.351486 -0.4224 -0.1241 0.6268
H -2.403760 -3.698766 -3.525071 0.4347 0.6741 0.5178
H -4.285605 -1.927963 -3.671800 -0.3501 -0.6743 -0.2530
H -3.326016 -1.378264 -2.472801 0.7626 -0.6309 0.5948
Cl 3.062561 6.580906 1.414153 0.0193 0.7246 0.0499
C 3.170833 4.973311 2.063932 -1.1480 -1.6291 1.5008
C 4.443807 4.338214 1.656647 1.4719 -0.6955 -1.2718
Cl 4.810908 2.678910 2.311712 -0.7047 0.5049 -0.1366
H 2.302929 4.411305 1.718993 0.2009 -0.0693 -0.5813
H 3.024782 4.856165 3.137744 0.2803 1.0087 0.2698
H 5.370703 4.860589 1.893495 -0.4923 0.4635 0.1715
H 4.390512 4.266178 0.570337 0.3566 -0.3474 -0.0122

=====

Entry 2:
57
Properties=species:S:1:pos:R:3:forces:R:3 method="wB97M-V/def2-TZVPD" homo_ev="-17.807 / -18.312" spin_multiplicity=5 total_charge=+3 e_lumo_ev="-9.6211 / -12.4482" total_energy_ha=-2221.4324 fmax_ev_per_a=1.49 relative_energy_ev=4.263
Os 0.603019 -2.320842 -0.668344 0.3708 0.1312 -0.0159
N 2.118289 0.576616 -0.978641 -0.0065 0.0342 -0.0809
C 2.808015 -0.325669 -1.622362 -0.0863 -0.0786 0.0284
C 4.005319 -0.044959 -2.348971 0.0355 -0.1781 -0.0480
C 4.719982 -1.055083 -2.971409 -0.0675 0.1731 0.0701
C 4.249708 -2.348808 -2.864143 -0.0461 -0.0897 0.0124
C 3.065431 -2.593965 -2.149621 0.0268 -0.0343 0.0201
N 2.340473 -1.647473 -1.560795 0.2296 0.1815 -0.0647
C -0.671775 0.328509 -0.415720 0.1675 0.0395 -0.1401
C -1.471357 1.558554 -0.702593 0.2520 -0.1694 -0.0321
C -2.183782 1.457653 -2.021333 -0.0195 -0.0522 -0.1180
C -1.943608 0.431745 -2.860786 -0.0017 0.0472 0.2106
C -1.064431 -0.621265 -2.483986 0.0800 -0.1100 -0.1294
N -0.468209 -0.669903 -1.284676 -0.3377 0.3197 -0.0064
H 2.551647 1.491478 -1.101826 0.0178 -0.0084 0.0019
H 4.347746 0.981043 -2.387497 -0.0143 0.0118 0.0133
H 5.628088 -0.836667 -3.517585 -0.0002 0.0180 0.0040
H 4.772813 -3.181247 -3.314037 -0.0330 -0.0270 0.0153
H 2.698241 -3.608206 -2.061150 0.0449 -0.0152 -0.0254
H -0.782864 2.418370 -0.753406 -0.0423 0.0048 0.0695
H -2.872918 2.248967 -2.289533 0.0377 0.0541 -0.0281
H -2.431145 0.368466 -3.824286 0.0143 0.0236 -0.0118
H -0.875095 -1.449591 -3.154040 0.0031 -0.0178 0.0293
C -3.622954 1.053380 0.387985 0.1089 -0.2601 0.1958
N -2.362610 1.795325 0.447343 -0.7634 0.1939 -0.5664
C -2.591302 3.204047 0.772028 0.2203 0.0294 0.3836
P 0.104511 0.107678 1.180635 -0.4953 -0.7656 1.1822
O 0.740854 -1.282688 1.065268 0.1471 -0.0431 -0.3122
N -1.234116 -0.051687 2.242950 0.1240 0.6779 -0.9187
C -1.359257 0.571196 3.552507 -0.0965 -0.2677 0.2025
C -2.151004 -1.153164 1.993761 0.1969 -0.2288 0.3117
N 1.075161 1.176306 1.866758 0.2006 0.2831 -0.1550
C 2.507916 0.885600 2.097452 -0.0096 0.0235 -0.0177
C 0.712688 2.588373 2.061920 0.0616 -0.0086 -0.0502
H -4.340363 1.552605 -0.271217 0.0639 0.0982 0.0013
H -4.067909 1.009635 1.381940 -0.0077 0.0269 -0.0015
H -3.462595 0.046759 0.008059 -0.0130 0.0307 0.0228
H -3.188999 3.688289 -0.008444 -0.0220 -0.0952 -0.0552
H -1.650376 3.739263 0.865521 -0.0142 0.0266 -0.0322
H -3.146706 3.269932 1.706620 -0.0074 0.0281 0.0005
H -0.578486 1.296890 3.734579 0.0103 -0.0196 0.0214
H -1.306418 -0.217314 4.310598 0.0415 0.0828 0.0274
H -2.346800 1.032713 3.637411 0.0492 0.0516 -0.0033
H -2.167601 -1.432290 0.943346 -0.0346 -0.0096 -0.0426
H -3.150074 -0.894613 2.343959 -0.0042 -0.0194 -0.0612
H -1.801520 -2.019015 2.569267 -0.0987 -0.0081 -0.0338
H 2.720913 -0.165602 1.933254 -0.0165 -0.0043 -0.0050
H 2.739317 1.135179 3.132151 -0.0116 -0.0162 0.0043
H 3.122969 1.497468 1.438825 0.0080 0.0030 -0.0043
H -0.366090 2.712453 2.067337 0.0007 0.0008 0.0260
H 1.149930 3.213845 1.281060 0.0103 -0.0045 -0.0068
H 1.100038 2.923685 3.023813 -0.0136 -0.0156 0.0107
O 0.178409 -3.804820 -2.150497 -0.1080 0.0331 0.2387
Cl -0.070477 -4.611172 -0.885889 -0.2072 -0.5381 0.0430
O -1.023634 -3.691244 -0.160854 0.2228 -0.0474 -0.1176
O -0.516383 -5.906833 -1.073985 0.1308 0.3515 0.0392
O 1.209384 -4.427896 -0.158698 -0.2988 0.1528 -0.1016

=====

Entry 3:
62
Properties=species:S:1:pos:R:3:forces:R:3 method="wB97M-V/def2-TZVPD" homo_ev=-15.657 spin_multiplicity=1 total_charge=+2 e_lumo_ev=-13.5160 total_energy_ha=-2491.8904 fmax_ev_per_a=4.74
Tl 2.443059 0.337327 3.652596 -0.0482 0.5143 -0.1114
C 0.610757 -0.335616 0.014690 2.5776 0.8836 3.8742
O 1.254184 -0.825851 1.169731 -2.1555 1.1731 -3.7851
H -0.474503 -0.436589 0.025029 -1.2500 -0.7763 0.2339
H 0.911605 0.661111 -0.307999 0.4426 0.0672 0.2847
H 0.825097 -0.991347 -0.829218 0.1791 -1.2311 -0.8269
C -4.217404 -3.168126 -1.603400 0.8828 0.3645 0.6801
C -5.187190 -2.801981 -0.497140 -0.7583 -1.1586 -2.3656
O -4.995152 -1.423527 -0.372567 -2.3541 0.9237 0.9908
C -3.786172 -1.092022 -0.706894 1.6076 1.6023 -1.6448
O -3.291348 0.037949 -0.641496 -0.4941 -2.7311 0.4218
O -3.206718 -2.166347 -1.290916 1.2169 0.4770 -0.6723
F -4.837022 -3.354606 0.637643 0.7506 -0.9096 1.9592
H -4.548387 -3.045415 -2.634664 -0.2554 0.2592 0.1938
H -3.784750 -4.162365 -1.492138 -0.0420 0.0985 0.1688
H -6.177687 -3.178175 -0.753073 -0.4456 1.0908 0.2004
C 4.004205 -3.799570 0.934846 0.3539 0.9770 -0.0260
C 3.077112 -3.574877 -0.194807 -0.2599 -0.7792 -1.0789
O 3.230753 -4.744562 -0.952175 -1.8272 0.5831 -0.1530
C 4.473960 -5.227638 -0.752129 0.1386 -3.0355 -0.8811
O 4.901007 -6.148129 -1.436163 -0.3312 2.9338 2.1685
O 4.941470 -4.649078 0.373491 2.2305 -1.4308 -0.6385
F 3.476265 -2.593439 -1.064548 -0.0329 1.0929 0.4377
H 3.510117 -4.282556 1.777877 0.0609 0.2069 0.1390
H 4.493205 -2.846330 1.135626 0.0523 -0.1102 0.6526
H 2.077653 -3.332772 0.166530 -0.4031 -0.4538 -0.5382
C -1.115086 -3.674055 0.468635 0.3610 -0.5030 -0.7355
C -0.814904 -4.748731 -0.630361 -1.9680 2.7168 0.8389
O -1.873500 -5.584337 -0.450469 -0.8286 -2.0194 -1.2717
C -2.508868 -5.465687 0.760723 -0.6956 0.3470 -1.6448
O -3.499140 -6.050986 1.044711 1.1205 0.2271 0.4163
O -1.917768 -4.434397 1.353338 0.1062 1.5030 2.0357
F 0.313368 -5.307411 -0.281655 2.3829 -1.4691 0.1276
H -1.619241 -2.780290 0.101047 -0.4635 -0.2600 -0.0249
H -0.188410 -3.328865 0.927113 -0.0300 -0.3969 0.4438
H -0.801883 -4.377147 -1.654983 0.1519 -0.2082 -0.0419
C 1.146580 6.887607 0.630134 -0.8111 -0.3361 0.2519
C 0.705369 6.228403 1.953194 -0.4217 1.0892 -0.1488
O 1.384158 4.985721 2.137466 -0.4516 -2.7193 -1.1731
P 0.976356 3.700821 1.213801 1.4491 3.0625 -0.3072
O 1.651609 2.492758 1.769457 -0.9438 -0.0138 -0.7843
O -0.645649 3.777867 1.125529 2.1186 -1.3297 -0.2275
C -1.381444 2.897792 0.234289 -1.4646 0.6266 0.6397
C -2.862466 3.005993 0.652714 0.4602 0.7021 -1.1365
O 1.510576 4.229373 -0.306801 -0.8435 -2.2023 1.9784
C 2.167542 3.389115 -1.287093 0.0904 0.4179 -0.4266
C 3.132430 4.282250 -2.076213 0.0799 -0.2978 1.4294
H 0.643785 6.326976 -0.157903 0.2055 0.3151 -0.2160
H 0.836160 7.928452 0.538442 -0.0278 -0.0556 0.3033
H 2.224131 6.819087 0.480825 -0.0496 -0.0037 0.1964
H 0.867451 6.836966 2.842845 0.5627 -0.1321 -0.1015
H -0.354692 5.980532 2.007353 -0.2215 0.3688 -0.4686
H -1.164229 3.145859 -0.804644 -0.0135 0.3673 0.0188
H -1.215709 1.822812 0.305319 1.0750 -0.4698 0.4835
H -3.391515 3.176044 -0.284990 -0.4756 -0.5080 0.0874
H -3.207655 2.109278 1.167350 -0.1054 0.2884 -0.0901
H -3.039403 3.924491 1.212323 0.1780 -0.2155 0.3223
H 2.683532 2.537038 -0.844571 0.1715 0.1519 0.5015
H 1.465111 2.912197 -1.970645 -0.7786 0.2689 -0.0534
H 2.821919 5.326919 -2.057426 -0.4241 -0.1908 -0.5562
H 3.997967 4.297042 -1.413852 0.6072 -0.0059 -0.5102
H 3.349404 3.875041 -3.063735 0.0617 0.2528 0.1603

=====

Entry 4:
49
Properties=species:S:1:pos:R:3:forces:R:3 method="wB97M-V/def2-TZVPD" homo_ev=-4.444 spin_multiplicity=1 total_charge=-1 e_lumo_ev=2.9399 total_energy_ha=-1036.3204 fmax_ev_per_a=2.40
C -2.823536 2.971136 1.688143 0.1341 0.3459 -1.0221
C -1.556491 3.047635 0.769630 0.5460 -0.2035 1.5025
C -0.871055 4.394139 1.086114 -0.7085 0.2940 -0.7266
C -0.655363 1.808558 1.117154 -1.0083 0.4982 -0.9896
C -1.476599 0.555372 0.669489 0.4407 0.1710 0.9692
C 0.706992 1.871717 0.410200 -0.3803 -0.1471 -0.2493
O 1.773065 1.198726 1.072226 -0.0527 0.6646 -0.0300
N 1.316208 0.149681 1.890692 -0.3408 -1.2445 0.5039
C 2.114591 -1.053880 1.650780 0.6360 -0.4243 -0.4258
O 3.444023 -0.618320 1.328718 0.0961 -0.3715 -0.3498
C 1.538954 -1.944996 0.524312 0.4206 0.5256 -0.3502
C 1.767847 -1.383983 -0.896141 -0.6371 0.2905 -0.0110
C 1.879937 -2.477326 -1.975566 -0.2450 0.4499 -0.1685
C 0.538888 -3.172365 -2.332202 1.0244 -0.0954 1.0294
N -0.538186 -2.225671 -2.536707 0.0846 -0.1487 -0.3819
C -0.590218 -1.168790 -3.402446 0.3982 0.4754 -0.6140
C -1.774242 -0.521499 -3.239895 -1.3753 0.3400 0.4376
C -2.533511 -1.217312 -2.223871 1.1810 0.6553 -1.2792
C -1.698999 -2.228693 -1.851302 -1.6739 -0.7746 1.5420
C 2.233758 -1.937754 2.943036 -0.0666 -0.8147 2.2195
O 2.914387 -1.491222 3.906654 -0.0461 0.9657 -0.9997
O 1.696582 -3.064025 2.970725 -0.4350 0.1674 -1.0364
H -3.147274 4.003483 1.881388 -0.1506 -0.3432 0.1421
H -3.638369 2.461615 1.160475 0.0743 -0.0491 0.3630
H -2.608347 2.466643 2.636233 -0.0655 0.1066 -0.1837
H -1.847283 2.970789 -0.287067 0.0649 0.2738 0.1680
H -0.588825 4.483018 2.143546 0.1998 -0.2366 -0.2801
H -1.619265 5.187114 0.912515 0.2546 -0.1069 0.0455
H -0.040026 4.624121 0.409792 0.0326 -0.1045 0.3983
H -0.569161 1.831558 2.210855 0.4006 -0.1211 -0.2691
H -0.839252 -0.139946 0.119010 -0.2878 0.0250 0.0776
H -1.848623 0.051742 1.573048 0.0488 -0.1279 -0.3669
H -2.346314 0.844874 0.068835 0.2619 -0.1364 -0.0910
H 0.569685 1.466718 -0.613640 0.0607 -0.0431 0.2765
H 1.052850 2.903652 0.259807 0.0367 -0.2631 0.3198
H 1.492533 0.401833 2.862989 0.3491 0.3061 -0.2395
H 4.054429 -1.244379 1.733909 -0.1254 0.1622 0.2685
H 0.475168 -2.078569 0.763607 0.2212 -0.0965 -0.2087
H 2.013474 -2.933115 0.587058 -0.0847 0.2351 0.2341
H 0.927804 -0.705142 -1.117171 0.2353 -0.1657 -0.2393
H 2.662201 -0.750660 -0.963484 -0.0810 -0.3098 0.3536
H 2.593625 -3.220823 -1.589670 -0.2103 -0.0183 -0.3599
H 2.301161 -2.039852 -2.895634 -0.0183 -0.1313 0.2217
H 0.284245 -3.778159 -1.451971 -0.2646 0.1002 -0.3097
H 0.682159 -3.860007 -3.175354 -0.2281 0.2664 -0.0105
H 0.180457 -0.884987 -4.108820 0.1614 -0.3959 0.3378
H -2.102162 0.371569 -3.760453 0.1976 -0.1906 -0.0351
H -3.521651 -0.987084 -1.852635 0.2072 -0.0773 0.0411
H -1.980272 -2.937132 -1.076909 0.7174 -0.1777 -0.2241